# 1
# C11H13NO2

C11H13NO2 in the gas phase (wB97M-V/def2-TZVPD, OMol25).

## Properties
* HOMO level: -8.03 eV
* SMILES: CNC/C=C/c1ccc2c(c1)OCO2
* Kohn-Sham gap: 0.326 Ha
* LUMO energy: 0.031 Eh

Element x y z (Å)
C (-3.77, 1.13, -2.26)
N (-2.57, 2.05, -2.39)
C (-1.31, 1.26, -2.95)
C (-0.88, 0.45, -1.65)
C (0.25, 0.64, -1.02)
C (0.80, -0.16, 0.14)
C (0.29, -1.44, 0.45)
C (0.75, -2.14, 1.50)
C (1.89, -1.65, 2.06)
C (2.36, -0.38, 1.89)
C (1.82, 0.41, 0.87)
O (3.04, 0.02, 3.01)
C (3.29, -1.18, 3.68)
O (2.33, -2.13, 3.36)
H (-3.69, 0.30, -1.50)
H (-4.59, 1.81, -1.79)
H (-4.28, 0.90, -3.27)
H (-2.28, 2.48, -1.44)
H (-1.74, 0.61, -3.80)
H (-0.46, 1.86, -3.15)
H (-1.50, -0.27, -1.20)
H (1.04, 1.39, -1.37)
H (-0.64, -1.81, -0.02)
H (0.42, -3.14, 1.91)
H (2.09, 1.41, 0.67)
H (3.09, -0.95, 4.81)
H (4.26, -1.48, 3.45)


# 2
# C43H50F6GeN6O2S2Ti

A molecular structure, C43H50F6GeN6O2S2Ti (wB97M-V/def2-TZVPD, OMol25).

## Properties
* charge: -2
* HOMO level: -0.46 eV
* Kohn-Sham gap: 0.162 Ha
* LUMO energy: 0.145 Eh

Element x y z (Å)
Ti (0.58, 0.65, 0.38)
C (-2.47, 0.12, -2.24)
C (-1.73, 1.39, -1.87)
O (-1.03, 1.56, -0.89)
N (-1.99, 2.41, -2.74)
C (-1.48, 3.77, -2.61)
C (-0.05, 4.04, -3.04)
C (0.23, 4.90, -4.09)
C (1.56, 5.21, -4.36)
C (2.55, 4.66, -3.55)
C (2.16, 3.82, -2.52)
N (0.90, 3.49, -2.29)
H (-2.27, -0.64, -1.49)
H (-2.13, -0.23, -3.22)
H (-3.54, 0.33, -2.27)
H (-2.42, 2.16, -3.62)
H (-1.55, 4.03, -1.55)
H (-2.16, 4.42, -3.18)
H (-0.57, 5.34, -4.67)
H (1.82, 5.88, -5.17)
H (3.59, 4.89, -3.71)
H (2.88, 3.39, -1.83)
S (-1.66, -0.60, 1.13)
C (-1.52, -2.20, 0.41)
N (-2.48, -3.16, 0.82)
C (-2.43, -4.41, 0.10)
C (-0.97, -4.84, -0.12)
N (-0.27, -3.83, -0.88)
C (0.15, -4.18, -2.22)
C (-0.98, -4.62, -3.11)
C (-1.11, -5.93, -3.55)
C (-2.17, -6.31, -4.36)
C (-3.14, -5.39, -4.73)
C (-3.04, -4.08, -4.26)
C (-1.98, -3.70, -3.46)
C (-0.57, -2.49, -0.53)
S (0.35, -1.23, -1.35)
C (-2.89, -3.22, 2.22)
C (-2.07, -4.15, 3.08)
C (-2.64, -5.27, 3.69)
C (-1.87, -6.12, 4.48)
C (-0.52, -5.86, 4.65)
C (0.06, -4.75, 4.05)
C (-0.71, -3.90, 3.27)
H (-2.91, -4.29, -0.88)
H (-2.97, -5.18, 0.66)
H (-0.93, -5.80, -0.65)
H (-0.50, -4.95, 0.86)
H (0.91, -4.96, -2.17)
H (0.61, -3.28, -2.63)
H (-0.36, -6.66, -3.26)
H (-2.25, -7.34, -4.70)
H (-3.96, -5.68, -5.37)
H (-3.80, -3.36, -4.53)
H (-1.89, -2.69, -3.09)
H (-3.95, -3.51, 2.26)
H (-2.79, -2.20, 2.59)
H (-3.69, -5.47, 3.55)
H (-2.33, -6.97, 4.95)
H (0.08, -6.53, 5.26)
H (1.11, -4.54, 4.19)
H (-0.25, -3.02, 2.81)
N (1.51, -1.63, 2.47)
C (1.20, -0.79, 1.73)
C (-2.61, 1.56, 3.90)
Ge (-1.70, 2.53, 2.40)
C (-3.16, 2.74, 1.05)
C (-1.52, 4.42, 3.10)
C (0.10, 1.77, 2.03)
H (-3.61, 1.95, 4.10)
H (-2.02, 1.64, 4.82)
H (-2.69, 0.51, 3.62)
H (-4.07, 3.02, 1.59)
H (-3.33, 1.79, 0.54)
H (-2.94, 3.51, 0.32)
H (-1.99, 4.50, 4.08)
H (-2.00, 5.14, 2.43)
H (-0.46, 4.70, 3.19)
H (0.57, 1.64, 3.02)
C (3.75, -1.37, -0.28)
C (3.57, 0.09, -0.73)
O (2.52, 0.77, -0.21)
C (3.54, 0.12, -2.32)
F (4.20, 1.19, -2.85)
F (4.12, -0.97, -2.89)
F (2.30, 0.18, -2.79)
C (4.88, 0.81, -0.32)
F (5.19, 0.56, 0.97)
F (4.82, 2.15, -0.45)
F (5.96, 0.39, -1.04)
H (2.98, -1.99, -0.74)
H (3.61, -1.41, 0.80)
H (4.74, -1.74, -0.55)
C (3.17, 1.79, 2.82)
C (2.90, 3.16, 2.28)
C (3.78, 4.19, 2.61)
C (3.59, 5.49, 2.18)
C (2.51, 5.77, 1.36)
C (1.62, 4.77, 0.98)
C (0.42, 5.14, 0.15)
C (1.79, 3.43, 1.43)
N (0.83, 2.50, 1.08)
H (4.25, 1.64, 2.93)
H (2.78, 1.02, 2.16)
H (2.71, 1.65, 3.80)
H (4.63, 3.95, 3.24)
H (4.27, 6.28, 2.48)
H (2.33, 6.78, 1.03)
H (0.72, 5.57, -0.81)
H (-0.18, 4.25, -0.02)
H (-0.18, 5.89, 0.68)


# 3
# C5H6O2

C5H6O2 in the gas phase (wB97M-V/def2-TZVPD, OMol25).

## Properties
* HOMO level: -10.37 eV
* SMILES: C#C[C@@H](C)OC=O
* Kohn-Sham gap: 0.416 Ha
* LUMO energy: 0.035 Eh

Element x y z (Å)
C (-1.07, 2.50, 0.14)
C (-0.62, 1.39, 0.18)
C (-0.08, 0.03, 0.25)
C (-1.14, -1.04, 0.04)
O (0.92, -0.09, -0.79)
C (2.10, -0.61, -0.44)
O (2.40, -1.02, 0.65)
H (-1.47, 3.50, 0.11)
H (0.42, -0.12, 1.21)
H (-1.59, -0.94, -0.95)
H (-1.93, -0.95, 0.79)
H (-0.69, -2.03, 0.12)
H (2.76, -0.61, -1.32)